[1]
This record from the OMol25 dataset describes 8 unconnected molecules or ions with the total composition C63H68ClN3O16PS. The level of theory is the ωB97M-V functional and the def2-TZVPD basis.

Cartesian coordinates (Å):
C  -2.52795  2.20241  0.54450
C  -1.54456  3.35427  0.28723
C  -2.06643  4.73568  0.68149
C  -2.68895  4.80233  2.09315
C  -2.01221  5.89566  2.93786
C  -0.59505  5.42882  3.32161
C  -0.08102  6.07909  4.61275
C  1.10896  5.24282  5.10494
C  0.74975  4.31058  6.25215
C  1.89198  3.30350  6.46531
C  1.45553  1.90900  6.07153
C  2.50344  0.83168  6.28551
C  1.95261  -0.48136  5.67260
C  2.31932  -0.70619  4.26188
C  1.37861  -0.55247  3.29314
C  1.76164  -0.77144  1.99512
N  2.98726  -1.11677  1.69581
C  3.37195  -1.35940  0.28804
C  4.10613  -0.10607  -0.24207
C  5.61198  -0.40746  -0.46043
C  6.51854  0.64700  0.17204
S  7.07521  0.12627  1.79407
O  6.36698  0.88595  2.76635
O  6.95931  -1.27902  1.93178
Cl  9.04312  0.58173  1.81362
N  3.96714  -1.25666  2.58253
C  3.61743  -1.04475  3.82443
P  5.00729  -1.26130  5.04494
N  4.65645  -2.26957  6.19868
H  -2.65698  1.60194  -0.34907
H  -3.50898  2.55182  0.85677
H  -2.15379  1.57873  1.35070
H  -0.59007  3.14970  0.76406
H  -1.35287  3.37649  -0.78304
H  -2.80310  5.09659  -0.02932
H  -1.22110  5.41781  0.65755
H  -2.55078  3.86613  2.62659
H  -3.74930  5.02986  2.04782
H  -1.94377  6.83413  2.39673
H  -2.56669  5.99319  3.86567
H  0.11153  5.62308  2.51942
H  -0.63086  4.35534  3.50765
H  0.23136  7.09730  4.41148
H  -0.86748  6.03595  5.36014
H  1.97090  5.82937  5.40345
H  1.44217  4.59520  4.29774
H  -0.16444  3.76158  6.02680
H  0.60370  4.88919  7.15869
H  2.33168  3.34411  7.45638
H  2.69524  3.59409  5.78461
H  0.59252  1.67458  6.69513
H  1.09787  1.90316  5.03973
H  2.58809  0.66001  7.35304
H  3.43224  1.15955  5.82912
H  0.87472  -0.34506  5.67279
H  2.14275  -1.34583  6.29676
H  0.36207  -0.29416  3.53090
H  1.05286  -0.65695  1.19441
H  3.95976  -2.25889  0.18940
H  2.46954  -1.47436  -0.29557
H  3.95302  0.74564  0.41456
H  3.67351  0.16023  -1.19683
H  5.79571  -0.37767  -1.52773
H  5.87748  -1.40432  -0.13590
H  7.38458  0.78608  -0.46473
H  6.03326  1.60909  0.26004
H  5.36338  0.04143  5.42784
H  6.08773  -1.72330  4.28231
H  4.74933  -1.74755  7.06858
C  -3.28975  0.35568  -3.62227
C  -4.05788  -0.48160  -4.31606
C  -3.97512  -1.95008  -4.10667
O  -4.66823  -2.71751  -4.73765
C  -3.00682  -2.44744  -3.09349
C  -2.24293  -1.60623  -2.40221
C  -2.32458  -0.13887  -2.61269
O  -1.62436  0.62714  -1.97866
H  -3.33253  1.42947  -3.75874
H  -4.76937  -0.13790  -5.05719
H  -2.96329  -3.52090  -2.95607
H  -1.53135  -1.94604  -1.65965
C  6.05133  3.94420  1.63125
C  5.23951  4.29490  2.62219
C  4.25223  5.38993  2.45715
O  3.51153  5.69817  3.36726
C  4.20613  6.07947  1.14189
C  5.01944  5.72691  0.14901
C  6.00473  4.62927  0.31583
O  6.74372  4.29712  -0.58585
H  6.77763  3.14921  1.73764
H  5.25823  3.80561  3.58843
H  3.47840  6.87479  1.04205
H  5.00224  6.21474  -0.81711
C  0.29019  -1.07146  -3.97686
C  -0.80323  -1.62559  -4.49286
C  -1.00240  -3.09820  -4.46865
O  -1.99775  -3.60534  -4.93903
C  0.06447  -3.92553  -3.84585
C  1.15688  -3.36810  -3.33118
C  1.35227  -1.89996  -3.35527
O  2.34775  -1.38456  -2.87828
H  0.45676  -0.00149  -3.98382
H  -1.59098  -1.04026  -4.95043
H  -0.09511  -4.99631  -3.83882
H  1.94539  -3.95430  -2.87585
C  -1.28120  -6.89903  -5.80175
C  -2.37177  -7.45765  -6.31775
C  -2.56691  -8.93107  -6.29208
O  -3.55788  -9.44254  -6.76280
C  -1.49708  -9.75216  -5.66597
C  -0.40754  -9.19035  -5.14969
C  -0.21631  -7.72042  -5.17661
O  0.77838  -7.20457  -4.70158
H  -1.12159  -5.82938  -5.81096
H  -3.16085  -6.87545  -6.77636
H  -1.65818  -10.82254  -5.65673
H  0.38271  -9.77004  -4.68988
C  2.04762  -6.12470  10.03123
C  1.21382  -5.11107  9.81403
C  1.67691  -3.86580  9.15460
O  0.92050  -2.93592  8.95177
C  3.09896  -3.79260  8.74692
C  3.93491  -4.80368  8.95975
C  3.47516  -6.05302  9.62017
O  4.23271  -6.97767  9.81461
H  1.73280  -7.04259  10.51099
H  0.17117  -5.14369  10.10358
H  3.40926  -2.87779  8.26564
H  4.97609  -4.76804  8.66537
C  -4.01368  2.14176  -7.58644
C  -3.58310  3.26409  -8.15452
C  -4.45479  4.46552  -8.24455
O  -4.06237  5.48694  -8.76250
C  -5.82283  4.36187  -7.67468
C  -6.25130  3.23800  -7.10682
C  -5.37986  2.04333  -7.01772
O  -5.77140  1.01673  -6.49582
H  -3.39635  1.25484  -7.51184
H  -2.59029  3.35869  -8.57557
H  -6.44192  5.24645  -7.75044
H  -7.24439  3.14031  -6.68759
C  -9.99052  -2.70631  -7.46668
C  -9.80119  -1.62238  -8.21384
C  -8.46960  -0.97104  -8.30025
O  -8.29597  0.02049  -8.97910
C  -7.36009  -1.57587  -7.52452
C  -7.54679  -2.65926  -6.77539
C  -8.87808  -3.31139  -6.68800
O  -9.05337  -4.29969  -6.00794
H  -10.95261  -3.19662  -7.38858
H  -10.59756  -1.16629  -8.78825
H  -6.40003  -1.08425  -7.60197
H  -6.74804  -3.11068  -6.20021

Cartesian forces (eV/Å) of the 3 atoms listed first:
C 0.077 0.178 0.142
C -0.633 0.047 -0.581
C -0.011 -0.334 0.666

Total charge   +1
LUMO   -4.1 eV

Here are the Mulliken charges for atoms 1 to 5, given in e: -0.566, -0.315, -0.848, -0.640, -1.064

[2]
This record from the OMol25 dataset describes a molecular structure, C63H74N4OP2PbSe2. The level of theory is the ωB97M-V functional and the def2-TZVPD basis.

Cartesian coordinates (Å):
Pb  0.51792  -1.05223  0.13369
C  1.29354  -4.49437  1.38552
C  2.33548  -3.45337  1.65826
O  2.15171  -2.26816  1.29557
C  3.56486  -3.81435  2.33268
C  3.80691  -5.13283  2.75715
C  4.99525  -5.45490  3.37996
C  5.95204  -4.47213  3.61120
C  5.71752  -3.15919  3.21095
C  4.54060  -2.83104  2.57314
H  0.42016  -4.05150  0.90674
H  0.98262  -4.97925  2.31104
H  1.69758  -5.26985  0.73147
H  3.06672  -5.90790  2.61252
H  5.17604  -6.47249  3.69866
H  6.87637  -4.73131  4.11019
H  6.45680  -2.39603  3.41449
H  4.35407  -1.81412  2.25423
C  1.81962  -1.28858  -3.94908
P  1.87551  -1.98343  -2.22921
C  1.24319  -3.66018  -2.49201
C  -0.08593  -3.91101  -2.13734
C  -0.66114  -5.14558  -2.39518
C  0.09394  -6.13674  -3.00765
C  1.41104  -5.88774  -3.37558
C  1.99221  -4.65382  -3.12388
C  3.64495  -2.02564  -1.87494
C  4.42055  -0.89547  -2.14957
C  5.76809  -0.89314  -1.83307
C  6.34119  -2.00431  -1.22545
C  5.56912  -3.12082  -0.93720
C  4.21999  -3.13258  -1.25162
P  0.12955  -1.46437  -4.66808
C  0.25824  -1.06001  -6.40147
C  1.39831  -1.41008  -7.15730
C  1.48003  -1.02897  -8.47587
C  0.40235  -0.36850  -9.07801
C  -0.75588  -0.07378  -8.35188
C  -0.84802  -0.44425  -7.03096
C  -0.83906  -0.15138  -3.86012
C  -0.39178  1.17239  -3.89317
C  -1.14847  2.16665  -3.29553
C  -2.35601  1.85253  -2.68060
C  -2.80329  0.53896  -2.65186
C  -2.04458  -0.46660  -3.23603
H  2.53259  -1.87782  -4.52879
H  2.12796  -0.24416  -3.96791
H  -0.67575  -3.13104  -1.66167
H  -1.69131  -5.33169  -2.12102
H  -0.34746  -7.10541  -3.20134
H  1.99053  -6.66371  -3.85844
H  3.02180  -4.47338  -3.41012
H  3.97337  -0.02559  -2.61702
H  6.38025  -0.03109  -2.06231
H  7.39442  -1.99322  -0.97835
H  6.01985  -3.98710  -0.47059
H  3.61984  -4.00983  -1.04172
H  2.21177  -1.97017  -6.71705
H  2.36787  -1.25893  -9.04869
H  0.45142  -0.11938  -10.13042
H  -1.58569  0.42790  -8.83051
H  -1.75390  -0.24567  -6.47230
H  0.52477  1.43150  -4.41053
H  -0.81242  3.19555  -3.33750
H  -2.96114  2.64182  -2.25326
H  -3.75949  0.29850  -2.20444
H  -2.40198  -1.49030  -3.23172
C  0.01959  -0.58389  6.21847
C  -0.01794  -0.38175  4.70486
C  -0.32104  -1.66903  3.93312
C  -1.79104  -2.09858  3.96100
N  -2.68420  -1.10352  3.37041
C  -2.91678  -0.94550  2.05416
Se  -2.18050  -1.98800  0.68633
N  -3.78913  0.06428  1.87102
C  -4.37882  0.52488  0.61753
C  -5.81875  0.04661  0.38238
C  -5.98523  -1.39938  -0.10007
C  -5.99458  -2.45159  1.00988
C  -4.13119  0.57715  3.10796
C  -4.98170  1.62122  3.46510
C  -5.10354  1.88483  4.81142
C  -4.41380  1.12732  5.77729
C  -3.57160  0.09620  5.42693
C  -3.42936  -0.16813  4.06580
H  0.13232  0.37148  6.72864
H  0.85792  -1.21862  6.50560
H  -0.89116  -1.05362  6.59378
H  0.95204  -0.00244  4.37566
H  -0.75544  0.38658  4.44991
H  0.26264  -2.49203  4.35340
H  -0.01096  -1.55229  2.88736
H  -2.11697  -2.27236  4.98459
H  -1.91872  -3.02858  3.40845
H  -3.72836  0.20226  -0.19510
H  -4.37567  1.61558  0.65296
H  -6.23874  0.71750  -0.36972
H  -6.40194  0.19061  1.29545
H  -5.20660  -1.63383  -0.83532
H  -6.94152  -1.46154  -0.62033
H  -5.01397  -2.57774  1.47370
H  -6.28934  -3.42078  0.60968
H  -6.70540  -2.18682  1.79357
H  -5.53730  2.18712  2.72959
H  -5.75097  2.68669  5.13913
H  -4.56256  1.35570  6.82377
H  -3.05432  -0.48020  6.18069
C  2.15054  5.34020  1.98938
C  3.51133  4.72949  1.64400
C  3.80651  4.61190  0.14512
C  3.18650  3.39148  -0.54195
N  1.72433  3.39883  -0.49523
C  0.94414  2.62918  0.28234
Se  1.55258  1.22344  1.37959
N  -0.33640  3.02719  0.16955
C  -1.45373  2.53610  0.97718
C  -1.45688  3.11888  2.39566
C  -1.86047  4.59589  2.45609
C  -3.37489  4.78835  2.46955
C  -0.38731  4.09833  -0.70992
C  -1.44765  4.87453  -1.17029
C  -1.14368  5.88792  -2.05463
C  0.17338  6.11875  -2.48667
C  1.22428  5.34544  -2.04139
C  0.92410  4.33104  -1.13465
H  2.11754  5.60497  3.04555
H  1.31936  4.65445  1.80335
H  1.97623  6.25201  1.41534
H  3.61705  3.74919  2.12140
H  4.28244  5.36843  2.07506
H  4.88369  4.52168  -0.00558
H  3.48865  5.52653  -0.35955
H  3.52598  2.48138  -0.05287
H  3.48834  3.36160  -1.59103
H  -1.38643  1.44710  1.02221
H  -2.36959  2.79970  0.44811
H  -0.46242  2.97386  2.82444
H  -2.15445  2.52763  2.99657
H  -1.42090  5.14074  1.61722
H  -1.43807  5.03505  3.36044
H  -3.86288  4.27420  1.63538
H  -3.62506  5.84600  2.40281
H  -3.79787  4.40377  3.39829
H  -2.46422  4.71296  -0.83603
H  -1.93591  6.52776  -2.41913
H  0.36549  6.92706  -3.17883
H  2.23379  5.52590  -2.38499

Cartesian forces (eV/Å) of the 3 atoms listed first:
Pb 0.098 0.189 0.124
C -0.053 0.095 -0.086
C -0.007 -0.272 0.079

Total charge   +4
Energy above the lowest of the compared OMol25 structures with the same formula, charge and spin   0.367 eV
LUMO (alpha / beta)   -12.2 / -12.1 eV

Here are the Mulliken charges for atoms 1 to 5, given in e: 3.499, -1.289, 0.255, -0.977, 0.866

DFT total energy in Ha, matching the order above: -5008.6935; -8416.5500
F_max in eV/Å, matching the order above: 1.50; 1.23